No. 1
# H22O11

11 unconnected molecules or ions with the total composition H22O11 in a non-equilibrium geometry (ωB97M-V/def2-TZVPD, the OMol25 dataset).

Cartesian coordinates (Å):
O: -35.45223 15.43601 67.70968
H: -34.81890 14.87292 67.27506
H: -34.91888 16.11694 68.05131
O: -38.97544 15.00406 68.47746
H: -38.65565 15.93358 68.47943
H: -39.69649 14.88834 68.98262
O: -35.45795 14.28822 63.73828
H: -34.82198 14.98141 63.79125
H: -36.26815 14.73174 64.00293
O: -37.40360 17.67844 63.20016
H: -37.33511 17.19069 64.06622
H: -37.80220 17.16164 62.63253
O: -37.10921 13.00017 65.91749
H: -36.94446 13.30567 66.71642
H: -36.79076 12.18366 65.86210
O: -38.32608 18.04847 67.44488
H: -37.70764 17.60321 68.06578
H: -37.91847 18.87040 67.27937
O: -36.89545 13.86922 68.65309
H: -37.65469 14.45873 68.56172
H: -36.14963 14.46713 68.68433
O: -39.32937 15.70492 63.59461
H: -39.81990 15.79983 62.88389
H: -39.46873 16.51094 64.17589
O: -36.90877 16.69866 69.42973
H: -37.12693 16.31749 70.26590
H: -36.06281 16.63762 69.27369
O: -39.07868 17.98642 64.79485
H: -38.41722 17.97079 65.52748
H: -38.80043 18.58309 64.08906
O: -37.14119 16.16948 65.75833
H: -36.26500 16.37652 66.29210
H: -37.63532 15.34325 66.15828

The HOMO energy comes out at -9.8 eV. The charge is 0. Its HOMO-LUMO gap is 9.09 eV. Its LUMO energy is -0.0249 Eh. The SMILES is O.O.O.O.O.O.O.O.O.O.O.


No. 2
# C7H9OP

2 unconnected molecules or ions with the total composition C7H9OP in a non-equilibrium geometry (ωB97M-V/def2-TZVPD, the OMol25 dataset).

Cartesian coordinates (Å):
C: 2.65187 -0.26803 -0.24763
C: 2.03081 -0.98229 0.80602
C: 1.94970 -0.00509 -1.40208
C: 0.71100 -1.41099 0.68527
C: 0.63517 -0.25173 -1.44962
C: -0.02513 -1.00707 -0.48812
C: -1.60703 1.69226 -0.06049
O: -2.21963 -2.00747 0.68336
P: -1.76063 -1.15947 -0.69094
H: 3.61754 0.31646 -0.22868
H: 2.72268 -1.20614 1.61577
H: 2.40141 0.61305 -2.15579
H: 0.11486 -1.93455 1.42411
H: 0.12064 0.24985 -2.27673
H: -1.96779 1.72985 0.86539
H: -2.13383 2.20644 -0.94854
H: -0.57506 1.55308 -0.13912
H: -3.15260 -1.71372 0.93483

The HOMO energy (alpha / beta) comes out at -8.1 / -7.1 eV. The charge is 0. Its HOMO-LUMO gap (alpha / beta) is 7.71 / 7.31 eV. Its LUMO energy (alpha / beta) is -0.0159 / 0.0074 Eh.


No. 3
# C17H30ClNO5SSi2

A molecular structure, C17H30ClNO5SSi2 in a non-equilibrium geometry (ωB97M-V/def2-TZVPD, the OMol25 dataset).

Cartesian coordinates (Å):
C: 0.80994 -1.31195 3.12573
C: 0.10661 -0.07111 3.46893
Si: -1.35500 0.38206 2.27575
C: -2.64540 -1.06805 2.37457
C: -3.69166 -0.65084 3.51708
O: -4.67306 -1.66927 3.86474
C: -4.62738 -2.79525 2.99710
O: -3.97575 -3.79487 3.40738
O: -0.65053 0.53856 0.68021
Si: -0.79888 2.16187 0.09197
C: 0.89548 3.10318 -0.00175
C: 1.94163 2.65184 1.12965
C: 2.84583 1.38151 0.76469
C: 3.27879 1.27025 -0.76859
N: 4.14041 0.06305 -1.04789
C: 4.58086 -0.96073 -0.11215
C: 5.38831 -1.96810 -0.96144
C: 5.40871 -1.44763 -2.42586
C: 4.59768 -0.12771 -2.41155
C: -1.62973 2.29412 -1.64329
C: -2.65145 1.08718 -1.97065
C: -1.92519 0.17273 -3.10859
C: -2.54886 -1.30487 -3.21887
S: -1.24948 -2.66063 -3.09749
O: -0.24123 -2.30010 -2.03219
O: -1.96242 -3.94468 -2.72088
Cl: -0.35566 -2.94442 -4.98452
H: 1.63380 -1.36303 2.33205
H: 0.45535 -2.25812 3.65427
H: 0.41599 0.58434 4.35119
H: -2.05384 1.59617 2.72787
H: -3.16712 -1.13385 1.35452
H: -2.02471 -2.00066 2.62196
H: -3.06936 -0.41701 4.46177
H: -4.24024 0.31975 3.22293
H: -5.08839 -2.84466 1.95638
H: -1.64744 2.93854 1.02115
H: 0.61835 4.20394 0.23573
H: 1.30122 3.11218 -1.06800
H: 2.58166 3.55064 1.42012
H: 1.31967 2.35502 2.06098
H: 3.79760 1.45303 1.42006
H: 2.30352 0.42867 1.08235
H: 3.71447 2.23109 -1.21666
H: 2.30518 1.07229 -1.36465
H: 4.34686 -0.96343 0.99866
H: 5.88358 -2.93700 -0.60504
H: 5.88566 -1.88405 -3.36803
H: 4.36817 0.57406 -3.27186
H: -2.17587 3.29384 -1.79262
H: -0.75827 2.23872 -2.40420
H: -2.82423 0.43025 -1.05126
H: -3.67646 1.42324 -2.34372
H: -2.09164 0.74220 -4.09754
H: -0.80407 0.06978 -2.92510
H: -3.26981 -1.50585 -2.36048
H: -3.05221 -1.39625 -4.24491

The HOMO energy comes out at -7.7 eV. The charge is 0. Its HOMO-LUMO gap is 6.41 eV. Its LUMO energy is -0.0490 Eh.


No. 4
# C19H18O3

C19H18O3 in the gas phase in a non-equilibrium geometry (ωB97M-V/def2-TZVPD, the OMol25 dataset).

Cartesian coordinates (Å):
O: 0.06956 -2.81948 -1.57627
O: -0.26892 1.54596 -0.13205
O: 1.16212 -0.95193 -2.34562
C: 0.33988 -1.63965 -1.47531
C: 0.18798 0.44604 -0.77305
C: -0.35307 -0.76910 -0.54125
C: 5.20323 1.36296 -0.42758
C: -4.89623 1.39060 0.50717
C: 4.27793 2.40442 -0.63891
C: 4.87848 0.06266 -0.70651
C: -3.94667 1.50602 1.53486
C: -4.67918 0.51063 -0.52799
C: 2.97039 2.10009 -1.08656
C: 3.58924 -0.27373 -1.15879
C: -2.84710 0.64378 1.57219
C: -3.57593 -0.34921 -0.49140
C: 2.60778 0.75395 -1.35482
C: -2.61869 -0.28771 0.54415
C: 1.22176 0.38620 -1.89315
C: 0.15336 -2.71485 1.81455
C: -1.40605 -1.21438 0.46568
C: -0.75169 -1.47945 1.83759
H: -1.13415 1.34415 0.30140
H: 6.18757 1.62795 -0.04025
H: -5.71844 2.08809 0.48985
H: 4.54929 3.43232 -0.41227
H: 5.68835 -0.66309 -0.51587
H: -4.09935 2.19304 2.32787
H: -5.38997 0.51309 -1.34660
H: 2.29197 2.90614 -1.18843
H: 3.39314 -1.31470 -1.47575
H: -2.14404 0.81059 2.39536
H: -3.42568 -1.06264 -1.32544
H: 0.89947 1.05534 -2.67938
H: -0.41414 -3.59922 1.41008
H: 0.48388 -2.95795 2.81387
H: 1.03142 -2.53672 1.19800
H: -1.83102 -2.17389 0.15902
H: -0.16587 -0.62257 2.14686
H: -1.52062 -1.65375 2.59473

The HOMO energy comes out at -9.1 eV. The charge is 0. Its HOMO-LUMO gap is 9.84 eV. Its LUMO energy is 0.0256 Eh. The SMILES is CC[C@H](C1=C(O)[C@@H](c2ccccc2)OC1=O)c1ccccc1.


No. 5
# C12H13ClORu

A molecular structure, C12H13ClORu in a non-equilibrium geometry (ωB97M-V/def2-TZVPD, the OMol25 dataset).

Cartesian coordinates (Å):
C: -1.42522 0.00041 0.95186
C: -2.04962 -0.46866 -0.24913
C: -1.92912 0.54926 -1.25361
H: -2.54595 -1.43075 -0.34756
C: -1.19627 1.64908 -0.68120
C: -0.93599 1.32326 0.71456
H: -0.43353 1.94775 1.44856
H: -1.38193 -0.55256 1.88345
H: -2.33292 0.47817 -2.25611
H: -1.05859 2.62547 -1.13099
Ru: 0.22226 0.02671 -0.76538
Cl: 1.48528 -1.59331 0.16334
C: 1.30951 -2.33143 -3.81294
C: 0.92409 -1.17167 -4.54497
C: -0.47654 -1.24475 -4.79935
H: 1.55155 -0.37387 -4.91944
C: -0.94870 -2.49568 -4.28612
C: 0.16243 -3.16923 -3.67750
H: 0.13774 -4.15826 -3.22323
H: 2.30101 -2.58097 -3.44956
H: -1.06010 -0.49930 -5.33853
H: -1.96512 -2.88171 -4.37635
C: 1.89879 1.57761 -0.93913
C: 1.68734 0.52036 -1.95652
O: 2.37377 0.22239 -2.89443
H: 1.27867 1.55048 -0.01948
H: 1.72719 2.55619 -1.38878
H: 2.93118 1.49967 -0.58706

The HOMO energy (alpha / beta) comes out at 0.2 / -3.6 eV. The charge is -1. Its HOMO-LUMO gap (alpha / beta) is 3.48 / 5.12 eV. Its LUMO energy (alpha / beta) is 0.1340 / 0.0544 Eh. Its multiplicity is 6.


No. 6
# C39H41N12O4SSeTc

A molecular structure, C39H41N12O4SSeTc in a non-equilibrium geometry (ωB97M-V/def2-TZVPD, the OMol25 dataset).

Cartesian coordinates (Å):
Tc: 0.27956 -0.20178 -1.20515
O: -0.54595 2.01267 2.10418
C: -0.61938 1.62518 0.96086
O: 0.17922 0.67705 0.50085
C: -1.61577 2.24107 0.01345
C: -1.94068 3.57248 0.27154
C: -2.88322 4.24281 -0.48424
C: -3.55988 3.55847 -1.48786
C: -3.27021 2.23127 -1.73518
C: -2.27732 1.55903 -1.01820
S: -1.99127 -0.14816 -1.39222
H: -1.43234 4.06286 1.09143
H: -3.10313 5.28360 -0.28359
H: -4.32078 4.05949 -2.07441
H: -3.81168 1.69023 -2.50064
N: 2.69179 -2.55579 -0.44762
C: 3.11748 -1.25395 -0.52419
N: 4.35317 -0.84553 -0.34069
N: 4.28234 0.50123 -0.51256
N: 3.08690 0.86602 -0.77091
N: 2.29484 -0.24039 -0.79798
C: 1.37622 -2.93488 -0.49507
N: 0.97262 -4.17201 -0.32148
N: -0.38003 -4.10775 -0.43648
N: -0.76985 -2.91938 -0.66257
N: 0.33378 -2.11414 -0.71242
H: 3.37823 -3.27789 -0.32099
C: -5.36219 3.17627 -7.49833
C: -3.94821 2.75381 -7.80367
C: -3.52119 2.73607 -9.12394
C: -2.23398 2.32608 -9.44553
C: -1.35754 1.97790 -8.43990
C: -1.76147 2.00793 -7.10095
N: -0.81156 1.62049 -6.14332
C: -0.53962 2.21491 -4.93069
C: -0.88919 3.55097 -4.69094
C: -0.52293 4.18280 -3.52073
C: 0.23129 3.52142 -2.55801
C: 0.57811 2.20342 -2.78143
C: 0.18181 1.52021 -3.93424
C: 0.59722 0.09470 -4.13233
O: 0.75472 -0.40408 -5.23134
O: 0.77978 -0.60535 -3.03082
C: -3.07813 2.36331 -6.77396
C: -3.56935 2.26291 -5.35914
H: -5.87679 3.46150 -8.41529
H: -5.39228 4.02730 -6.81449
H: -5.93603 2.37234 -7.03285
H: -4.20849 3.03359 -9.90684
H: -1.90973 2.30071 -10.47820
H: -0.33796 1.69144 -8.66612
H: -0.26501 0.78684 -6.32660
H: -1.43044 4.09087 -5.45825
H: -0.79665 5.21987 -3.37184
H: 0.56506 4.02822 -1.66498
H: 1.28874 1.74282 -2.08609
H: -3.35132 3.15799 -4.77211
H: -3.08950 1.43048 -4.84645
H: -4.64621 2.10371 -5.32863
C: -2.34902 -0.13052 5.18062
C: -1.21778 -0.60229 6.08485
C: -0.01562 0.33879 6.06728
C: 0.76730 0.31501 4.75947
N: 1.57234 -0.89253 4.62208
C: 1.30359 -1.94662 3.79443
Se: -0.13650 -2.15465 2.71216
N: 2.36401 -2.80831 3.89197
C: 2.49988 -4.03508 3.11351
C: 1.53636 -5.14542 3.52221
C: 1.51718 -5.46870 5.01156
C: 2.83475 -6.00957 5.55254
C: 3.32400 -2.27614 4.73667
C: 4.58413 -2.71200 5.11265
C: 5.30544 -1.90856 5.98687
C: 4.78737 -0.70749 6.46485
C: 3.52909 -0.26291 6.08039
C: 2.81120 -1.06464 5.20872
H: -3.22047 -0.78166 5.26947
H: -2.04630 -0.13583 4.13352
H: -2.65952 0.88456 5.44267
H: -0.89771 -1.60242 5.77653
H: -1.58080 -0.69347 7.11307
H: 0.66633 0.09271 6.88834
H: -0.35269 1.36595 6.24012
H: 1.45584 1.16053 4.70182
H: 0.12652 0.37205 3.88407
H: 3.53734 -4.35224 3.23079
H: 2.33940 -3.78013 2.06861
H: 1.81627 -6.03481 2.94895
H: 0.53954 -4.86162 3.19075
H: 0.72778 -6.20330 5.18992
H: 1.22219 -4.57450 5.57046
H: 3.18389 -6.85568 4.95432
H: 2.73323 -6.35266 6.58374
H: 3.62024 -5.25311 5.54609
H: 5.00431 -3.63329 4.73385
H: 6.29401 -2.22197 6.29614
H: 5.37856 -0.10536 7.14242
H: 3.12865 0.67463 6.44165

The HOMO energy (alpha / beta) comes out at -5.1 / -5.2 eV. The charge is -1. Its HOMO-LUMO gap (alpha / beta) is 5.69 / 6.12 eV. Its LUMO energy (alpha / beta) is 0.0197 / 0.0351 Eh. Its multiplicity is 2.


No. 7
# CH18O7

8 unconnected molecules or ions with the total composition CH18O7 in a non-equilibrium geometry (ωB97M-V/def2-TZVPD, the OMol25 dataset).

Cartesian coordinates (Å):
C: -0.31340 -1.85262 -3.46472
H: -1.28839 -1.98954 -3.91783
H: 0.31876 -1.15752 -4.01406
H: 0.16416 -2.83329 -3.44514
H: -0.29913 -1.51416 -2.43013
H: -2.21511 -0.87580 0.84177
H: -0.78535 -0.47403 1.31346
O: -1.48179 -0.27586 0.66227
H: -3.21724 1.34558 -1.34428
H: -2.54305 -0.01537 -0.88616
O: -3.28408 0.38711 -1.36652
H: 3.01808 -2.09228 -0.99433
H: 1.53800 -1.75538 -0.71349
O: 2.11676 -2.28036 -1.27232
H: 1.57752 0.75543 -1.88858
H: 1.63940 1.09972 -0.36937
O: 1.92516 0.47064 -1.03899
H: -1.29413 0.01280 3.62114
H: -0.46005 1.09080 2.79367
O: -0.48946 0.18509 3.12658
H: -1.41181 1.89426 0.91823
H: 0.06996 2.31535 1.11704
O: -0.83914 2.61404 1.22640
H: 1.80617 0.64500 2.64595
H: 3.19400 0.39865 2.07752
O: 2.32396 0.73038 1.83578

The HOMO energy comes out at -10.7 eV. The charge is 0. Its HOMO-LUMO gap is 10.77 eV. Its LUMO energy is 0.0007 Eh. The SMILES is C.O.O.O.O.O.O.O.


No. 8
# C13H44O9

9 unconnected molecules or ions with the total composition C13H44O9 in a non-equilibrium geometry (ωB97M-V/def2-TZVPD, the OMol25 dataset).

Cartesian coordinates (Å):
C: -26.22643 -15.85895 33.92241
O: -24.89566 -15.50676 34.10024
H: -26.98092 -15.22964 34.39446
H: -26.32263 -15.85543 32.83667
H: -26.42293 -16.87719 34.25808
H: -24.84789 -14.73644 34.67113
C: -30.02872 -16.20260 33.24127
O: -29.65108 -14.82501 33.27564
H: -30.60890 -16.42843 34.13597
H: -30.64620 -16.64303 32.45843
H: -29.08803 -16.75042 33.29689
H: -29.22885 -14.56247 34.09686
C: -22.90396 -22.29716 29.31675
O: -22.81376 -23.67578 29.02991
H: -22.19111 -21.75889 28.69209
H: -23.88254 -21.95927 28.97569
H: -22.72828 -22.06602 30.36738
H: -23.17789 -23.76516 28.14616
C: -30.13927 -21.75721 32.89941
O: -30.17340 -21.57999 34.31687
H: -30.11831 -20.75099 32.48090
H: -29.34100 -22.41192 32.54977
H: -31.03170 -22.32887 32.64469
H: -29.59764 -20.86150 34.58867
C: -23.93693 -17.07203 30.93566
O: -24.08218 -17.43836 32.25933
H: -24.90083 -16.73225 30.55679
H: -23.09024 -16.39126 30.84745
H: -23.83888 -17.90773 30.24278
H: -24.42399 -16.63364 32.65581
C: -26.82905 -22.95132 28.02607
O: -26.92271 -22.89707 26.61530
H: -27.49435 -23.70570 28.44606
H: -25.82532 -23.19459 28.37455
H: -27.11898 -21.93288 28.28462
H: -26.33701 -22.21619 26.27625
C: -24.95306 -22.20725 34.85774
O: -25.63488 -21.03536 35.16004
H: -24.53620 -22.80829 35.66587
H: -25.70566 -22.91453 34.50923
H: -24.24978 -21.98370 34.05554
H: -25.89425 -20.56966 34.36164
C: -27.41038 -19.15928 31.02513
C: -26.95061 -20.31285 31.91811
C: -26.15111 -21.42137 31.14869
O: -26.17859 -19.73964 32.95217
H: -28.28615 -19.49095 30.46733
H: -26.54565 -18.93152 30.40185
H: -27.70761 -18.28252 31.60050
H: -27.76749 -20.75938 32.48506
H: -25.24934 -21.81106 31.62097
H: -25.92172 -21.09682 30.13372
H: -26.70672 -22.35817 31.10616
H: -25.66286 -19.04201 32.54113
C: -29.66851 -18.02750 36.85864
C: -28.36774 -18.64736 36.43541
C: -27.65305 -19.28442 37.66504
O: -28.47589 -19.75322 35.50037
H: -30.35016 -18.77902 37.25697
H: -30.32973 -17.49575 36.17442
H: -29.56136 -17.17141 37.52477
H: -27.66610 -17.89005 36.08571
H: -27.45825 -18.47177 38.36486
H: -26.71688 -19.72181 37.31809
H: -28.21423 -20.11780 38.08772
H: -27.55841 -20.03296 35.46058

The HOMO energy (alpha / beta) comes out at -12.4 / -12.4 eV. The charge is +1. Its HOMO-LUMO gap (alpha / beta) is 10.17 / 2.82 eV. Its LUMO energy (alpha / beta) is -0.0815 / -0.3515 Eh. Its multiplicity is 2.


Results for molar mass: 198.165, 140.122, 452.121, 294.350, 309.758, 950.864, 142.148, 344.486 (in g/mol, following the order of the records).
Results for calculated total energy: -22876.202, -18737.957, -68947.609, -26137.409, -29800.376, -145564.714, -15661.574, -32607.376 (in eV, following the order of the records).